{"formula": "C10H40O10", "method": "ωB97M-V with the def2-TZVPD basis set", "relative_energy_ev": 4.601, "total_charge": 0, "orbital_gap_ev": 9.44, "energy_ha": -1157.18279, "largest_force_ev_per_a": 2.18, "smiles": "CO.CO.CO.CO.CO.CO.CO.CO.CO.CO", "lumo_ev": -0.121, "elements": ["O", "O", "O", "O", "O", "O", "O", "O", "O", "O", "C", "C", "C", "C", "C", "C", "C", "C", "C", "C", "H", "H", "H", "H", "H", "H", "H", "H", "H", "H", "H", "H", "H", "H", "H", "H", "H", "H", "H", "H", "H", "H", "H", "H", "H", "H", "H", "H", "H", "H", "H", "H", "H", "H", "H", "H", "H", "H", "H", "H"], "xyz": [[-4.641, -1.580, -0.300], [3.490, -0.927, 0.520], [1.147, -2.505, 1.271], [-2.489, 2.500, 1.515], [-0.352, 6.458, -0.239], [-0.918, 0.956, -3.104], [4.504, 1.695, 0.033], [1.986, -2.423, -3.525], [-0.722, 1.620, -0.533], [-1.522, -2.683, 0.493], [-4.395, -0.287, 0.222], [1.194, -2.409, -2.365], [0.196, 0.654, -0.017], [-0.965, 5.698, 0.765], [4.550, -1.758, 0.209], [-2.015, 0.082, -2.787], [4.353, 2.281, 1.331], [-1.669, 2.729, 2.613], [-2.013, -3.610, -0.437], [1.495, -3.895, 1.193], [0.801, -1.489, -1.933], [-0.292, -0.241, 0.368], [-2.051, -0.619, -3.621], [-1.679, 6.333, 1.291], [1.725, -2.973, -1.598], [1.518, -1.931, -4.203], [-1.357, -3.918, -1.252], [0.809, 1.142, 0.741], [-1.935, 2.018, 3.395], [0.406, -3.137, -2.554], [-2.233, -2.596, 1.133], [5.451, -1.165, 0.054], [-1.815, -0.487, -1.878], [-2.918, -3.225, -0.907], [-2.987, 0.574, -2.823], [-1.351, 4.779, 0.325], [-0.647, 1.457, -2.331], [1.351, -4.238, 0.169], [-0.293, 5.385, 1.564], [-3.430, 2.643, 1.642], [4.038, 0.856, 0.047], [0.882, -4.480, 1.879], [3.315, 2.536, 1.546], [0.972, 0.345, -0.718], [2.551, -4.084, 1.384], [-2.350, -4.493, 0.107], [4.428, -2.313, -0.721], [-4.392, -2.242, 0.350], [-1.672, 3.706, 3.097], [0.220, -2.380, 1.056], [2.681, -1.442, 0.498], [-4.514, 0.451, -0.571], [-0.619, 2.526, 2.402], [-0.359, 5.984, -1.074], [4.790, 3.269, 1.473], [-3.335, -0.260, 0.474], [4.593, 1.612, 2.157], [4.811, -2.497, 0.967], [-4.999, 0.081, 1.052], [-1.327, 1.915, 0.152]], "mulliken_charge": [-0.51, -0.42, -0.52, -0.49, -0.55, -0.58, -0.50, -0.57, -0.53, -0.40, -0.49, -0.10, -0.58, -0.36, -0.75, -0.34, -0.53, -0.61, -0.73, -0.69, 0.03, 0.34, 0.30, 0.27, 0.02, 0.32, 0.23, 0.32, 0.33, 0.31, 0.20, 0.35, -0.03, 0.28, 0.28, 0.12, 0.39, 0.25, 0.21, 0.26, 0.38, 0.31, 0.11, 0.18, 0.27, 0.38, 0.30, 0.29, 0.32, 0.38, 0.23, 0.26, 0.16, 0.33, 0.31, 0.11, 0.28, 0.30, 0.34, 0.21]}



{"formula": "C4H7N2P", "method": "ωB97M-V with the def2-TZVPD basis set", "relative_energy_ev": 3.698, "total_charge": 0, "orbital_gap_ev": [6.86, 7.98], "energy_ha": -607.32340, "largest_force_ev_per_a": 3.62, "lumo_ev": [-0.868, -0.351], "elements": ["P", "N", "N", "C", "C", "C", "C", "H", "H", "H", "H", "H", "H", "H"], "xyz": [[-0.243, -2.273, 1.005], [0.369, 0.564, -0.692], [-1.307, 1.976, -0.724], [0.257, 1.184, 0.618], [1.033, -0.566, -1.040], [-0.859, 1.916, 0.630], [-0.573, 1.231, -1.427], [0.549, -3.450, 1.119], [0.927, -0.958, -1.994], [1.979, -0.898, -0.553], [-0.866, -3.051, 0.162], [0.877, 0.774, 1.455], [-1.117, 2.702, 1.371], [-0.461, 1.122, -2.462]], "mulliken_charge": [-0.04, 0.12, -0.56, -0.34, -0.59, -0.34, -0.02, 0.03, 0.31, 0.33, 0.00, 0.38, 0.33, 0.38]}



{"formula": "C5H9NO4", "method": "ωB97M-V with the def2-TZVPD basis set", "relative_energy_ev": 6.353, "total_charge": 0, "orbital_gap_ev": 10.31, "energy_ha": -551.45632, "largest_force_ev_per_a": 9.17, "smiles": "N[C@H](CCOC=O)OC=O", "lumo_ev": 0.289, "elements": ["O", "O", "O", "O", "N", "C", "C", "C", "C", "C", "H", "H", "H", "H", "H", "H", "H", "H", "H"], "xyz": [[-3.527, -0.999, 1.382], [-1.381, -0.337, 0.532], [1.755, -0.880, -1.061], [0.202, -2.715, -1.017], [1.567, 0.142, 1.233], [1.545, 0.371, -0.262], [-2.772, -0.766, 0.300], [1.194, -2.048, -0.364], [0.254, 1.214, -0.820], [-1.128, 1.027, 0.042], [-3.113, -0.893, -0.818], [-2.024, 1.286, -0.702], [1.498, 1.094, 1.659], [2.504, 1.039, -0.506], [0.546, 2.368, -0.741], [0.058, 0.948, -1.966], [2.514, -0.238, 1.501], [-1.226, 1.828, 0.920], [1.534, -2.440, 0.689]], "mulliken_charge": [-0.49, -0.22, -0.33, -0.48, -0.64, 0.16, 0.19, 0.21, -0.57, -0.44, 0.34, 0.33, 0.25, 0.28, 0.32, 0.27, 0.27, 0.26, 0.29]}



{"formula": "H6O2S2", "method": "ωB97M-V with the def2-TZVPD basis set", "relative_energy_ev": 0.614, "total_charge": 0, "orbital_gap_ev": 8.86, "energy_ha": -950.41732, "largest_force_ev_per_a": 2.07, "smiles": "SS.O.O", "lumo_ev": 0.137, "elements": ["S", "S", "O", "O", "H", "H", "H", "H", "H", "H"], "xyz": [[0.755, -0.878, -1.257], [2.761, -0.143, -1.086], [-2.136, -2.775, 1.056], [-3.784, 4.778, 2.961], [0.511, -0.967, 0.105], [3.155, -0.643, -2.200], [-3.042, -3.003, 1.139], [-1.827, -3.506, 0.549], [-4.251, 4.188, 3.580], [-3.447, 4.257, 2.191]], "mulliken_charge": [-0.17, -0.16, -0.61, -0.65, 0.18, 0.14, 0.30, 0.31, 0.32, 0.33]}



{"formula": "C3H4MgO3Rb", "method": "ωB97M-V with the def2-TZVPD basis set", "relative_energy_ev": 1.161, "total_charge": 0, "multiplicity": 2, "orbital_gap_ev": [4.27, 3.88], "energy_ha": -566.48881, "largest_force_ev_per_a": 2.44, "lumo_ev": [-0.765, -1.151], "elements": ["Rb", "Mg", "O", "O", "O", "C", "C", "C", "H", "H", "H", "H"], "xyz": [[0.402, -2.296, -1.706], [3.565, 0.336, -0.325], [1.540, -0.369, -0.093], [0.036, 1.052, 0.820], [2.145, 1.643, 0.514], [-1.626, 0.064, -0.671], [-1.037, 0.132, 0.588], [1.265, 0.755, 0.444], [-1.584, 0.928, -1.343], [-2.432, -0.674, -0.759], [-1.557, -0.066, 1.527], [-0.717, -1.505, 1.004]], "mulliken_charge": [0.77, 0.23, -0.49, -0.27, -0.79, -1.30, -0.06, 1.09, 0.22, 0.35, 0.34, -0.09]}



{"formula": "C15H17AgFN3O4", "method": "ωB97M-V with the def2-TZVPD basis set", "total_charge": 0, "orbital_gap_ev": 7.90, "energy_ha": -1293.84666, "largest_force_ev_per_a": 0.62, "lumo_ev": -0.234, "elements": ["Ag", "F", "O", "O", "O", "O", "N", "N", "N", "C", "C", "C", "C", "C", "C", "C", "C", "C", "C", "C", "C", "C", "C", "C", "H", "H", "H", "H", "H", "H", "H", "H", "H", "H", "H", "H", "H", "H", "H", "H", "H"], "xyz": [[-0.712, -0.938, -0.395], [-2.754, 2.573, 3.898], [-1.141, -2.348, 5.306], [-4.320, 0.902, 5.513], [-0.779, -1.657, 1.702], [1.247, -0.767, 1.320], [2.222, -0.640, -3.053], [-2.710, -0.702, 5.358], [-0.743, -0.401, 4.167], [0.319, -1.132, 2.070], [0.040, 1.401, -4.115], [-0.615, 2.591, -3.848], [-1.193, 0.853, 3.819], [2.368, -0.369, -1.582], [-2.358, 1.341, 4.238], [0.768, -0.891, -3.457], [3.106, -1.753, -3.479], [-1.499, -1.244, 4.957], [-0.060, 0.335, -3.216], [-1.449, 1.619, -1.799], [-1.365, 2.692, -2.677], [0.491, -0.898, 3.568], [-3.246, 0.554, 5.079], [-0.799, 0.392, -2.039], [0.789, -1.194, -4.504], [0.427, -1.711, -2.830], [2.495, 0.209, -3.545], [-1.886, 3.616, -2.453], [-0.545, 1.433, 3.175], [2.794, -2.653, -2.956], [-3.270, -1.304, 5.942], [3.408, -0.129, -1.375], [2.062, -1.253, -1.029], [0.725, -1.839, 4.058], [3.010, -1.898, -4.551], [4.136, -1.518, -3.222], [1.717, 0.450, -1.301], [-2.047, 1.741, -0.904], [1.297, -0.188, 3.730], [-0.549, 3.424, -4.537], [0.619, 1.300, -5.032]], "mulliken_charge": [-0.29, -0.32, -0.64, -0.61, -0.82, -0.61, 0.10, -0.08, 0.05, 0.92, -0.55, -0.57, -0.09, -1.08, 0.31, -0.90, -0.86, 0.50, 0.98, 0.09, -0.55, -0.94, 0.30, -0.83, 0.52, 0.35, 0.36, 0.37, 0.47, 0.36, 0.22, 0.40, 0.46, 0.37, 0.35, 0.35, 0.29, 0.47, 0.36, 0.38, 0.37]}



{"formula": "C28H25BrCuOSi", "method": "ωB97M-V with the def2-TZVPD basis set", "relative_energy_ev": 1.086, "total_charge": -2, "multiplicity": 2, "orbital_gap_ev": [5.14, 4.25], "energy_ha": -5661.12918, "largest_force_ev_per_a": 3.27, "lumo_ev": [4.948, 4.060], "elements": ["Br", "Cu", "Si", "O", "C", "C", "C", "C", "C", "C", "C", "C", "C", "C", "C", "C", "C", "C", "C", "C", "C", "C", "C", "C", "C", "C", "C", "C", "C", "C", "C", "C", "H", "H", "H", "H", "H", "H", "H", "H", "H", "H", "H", "H", "H", "H", "H", "H", "H", "H", "H", "H", "H", "H", "H", "H", "H"], "xyz": [[-3.679, -0.450, -0.585], [-3.718, 1.405, -2.156], [0.933, -0.773, 0.691], [-0.453, -0.500, 0.050], [2.180, 0.822, 2.764], [0.027, 2.860, -1.306], [0.415, -0.004, 4.747], [0.220, -0.422, 3.417], [4.725, 0.265, -0.613], [1.118, -2.588, 0.829], [3.181, 0.699, -2.437], [4.490, 0.711, -1.924], [-2.084, 2.904, -0.326], [0.189, 2.725, 0.108], [1.138, -0.062, 2.437], [0.165, -3.359, 1.508], [-1.383, 3.015, -1.553], [1.292, -5.398, 0.800], [-5.093, 2.153, -3.445], [2.241, -4.624, 0.099], [-5.687, 1.605, -2.271], [2.143, -3.230, 0.108], [-4.521, 1.064, -4.186], [2.343, -0.165, -0.324], [-5.555, 0.176, -2.345], [-4.822, -0.124, -3.519], [-1.081, 2.657, 0.714], [1.488, 0.809, 5.080], [2.372, 1.227, 4.080], [3.655, -0.201, 0.161], [2.108, 0.266, -1.633], [0.271, -4.767, 1.513], [3.223, 1.854, 4.310], [-1.819, 3.153, -2.551], [-6.230, 2.166, -1.509], [-1.286, 2.450, 1.745], [-0.290, -0.338, 5.513], [1.147, 2.718, 0.617], [2.996, 1.023, -3.474], [1.646, 1.132, 6.111], [-5.211, 3.167, -3.808], [2.851, -2.629, -0.463], [-6.121, -0.521, -1.717], [5.729, 0.262, -0.205], [-0.641, -1.048, 3.165], [2.870, 1.166, 1.982], [5.325, 1.059, -2.547], [-4.558, -1.133, -3.822], [-3.129, 2.963, -0.129], [1.372, -6.488, 0.786], [3.844, -0.585, 1.157], [-0.668, -2.885, 2.014], [3.059, -5.094, -0.449], [1.103, 0.257, -2.031], [0.809, 2.868, -2.057], [-4.176, 1.140, -5.204], [-0.463, -5.358, 2.085]], "mulliken_charge": [-0.36, -0.02, -0.64, -0.42, -0.08, -0.85, -0.60, -0.34, -0.80, 0.74, -0.43, -0.40, -0.72, -0.45, 0.77, -0.57, -0.46, -0.41, -0.55, -0.62, -0.66, -0.22, -0.42, 0.25, -0.46, -0.05, -0.58, -0.42, -0.75, -0.06, -0.67, -0.51, 0.36, 0.46, 0.40, 0.45, 0.33, 0.52, 0.32, 0.32, 0.49, 0.21, 0.48, 0.35, 0.14, 0.44, 0.32, 0.33, 0.57, 0.32, 0.64, 0.17, 0.34, 0.51, 0.51, 0.47, 0.31]}



{"formula": "C2H3Cl2N2P", "method": "ωB97M-V with the def2-TZVPD basis set", "relative_energy_ev": 2.303, "total_charge": 0, "orbital_gap_ev": 8.26, "energy_ha": -1449.21085, "largest_force_ev_per_a": 1.92, "lumo_ev": -0.208, "elements": ["Cl", "Cl", "P", "N", "N", "C", "C", "H", "H", "H"], "xyz": [[-2.007, -2.693, -0.218], [1.733, 2.544, 0.271], [-0.724, -1.207, -0.098], [0.787, -1.328, -0.396], [-1.417, 0.131, 0.296], [-0.508, 1.159, 0.447], [0.726, 1.177, -0.062], [-0.864, 1.964, 1.078], [1.122, -2.273, -0.529], [1.152, 0.525, -0.789]], "mulliken_charge": [-0.14, -0.21, 0.62, -0.57, -0.42, -0.16, -0.14, 0.35, 0.24, 0.43]}